Model P:
A molecular structure, C5H12O. Source: the OMol25 dataset; level of theory: ωB97M-V/def2-TZVPD.

Last column: natural (NBO) charge in e.
CARTESIAN COORDINATES (ANGSTROEM)
C: -1.857 -1.178 0.441  -0.60
C: -0.961 0.047 0.681  -0.49
C: -0.242 0.328 -0.590  -0.11
C: 1.089 1.964 0.147  -0.70
C: 0.782 -0.635 -1.017  -0.18
O: 1.488 -1.254 0.068  -0.75
H: -1.248 -2.077 0.301  0.21
H: -2.489 -1.044 -0.445  0.21
H: -2.513 -1.337 1.304  0.21
H: -1.590 0.895 0.984  0.21
H: -0.283 -0.189 1.513  0.20
H: 0.109 1.536 -0.721  0.27
H: 1.693 1.258 0.715  0.23
H: 1.717 2.516 -0.561  0.22
H: 0.537 2.635 0.809  0.21
H: 1.480 -0.191 -1.745  0.19
H: 0.180 -1.383 -1.570  0.20
H: 2.110 -1.894 -0.314  0.47

Properties
E_HOMO = -7.79 eV
LUMO level = 0.8 eV

=====

Model Q:
C5H12O in the gas phase. Source: the OMol25 dataset; level of theory: ωB97M-V/def2-TZVPD.

Last column: natural (NBO) charge in e.
CARTESIAN COORDINATES (ANGSTROEM)
C: 1.196 1.484 0.548  -0.61
C: 0.302 0.240 0.538  -0.23
C: -1.101 0.617 1.043  -0.63
C: 0.279 -0.437 -0.862  0.10
C: -0.037 -1.954 -0.819  -0.65
O: -0.617 0.259 -1.722  -0.71
H: 2.243 1.224 0.353  0.21
H: 0.876 2.200 -0.219  0.21
H: 1.151 1.992 1.520  0.21
H: 0.706 -0.496 1.248  0.20
H: -1.812 -0.218 0.990  0.20
H: -1.051 0.920 2.096  0.22
H: -1.523 1.466 0.491  0.21
H: 1.255 -0.308 -1.350  0.18
H: 0.849 -2.570 -1.024  0.22
H: -0.771 -2.203 -1.595  0.22
H: -0.440 -2.284 0.149  0.20
H: -1.504 0.069 -1.385  0.46

Properties
E_HOMO = -10.10 eV
Structure (SMILES) = CC(C)[C@@H](C)O
LUMO level = 1.0 eV

=====

Among the structures above, stability is smallest for model P.